Below is a cluster of 5 separate species, C15H30O15 in total in a non-equilibrium geometry, with properties calculated with wB97M-V/def2-TZVPD.

Kohn-Sham gap = 11.02 eV
SMILES string = COC(=O)OC.COC(=O)OC.COC(=O)OC.COC(=O)OC.COC(=O)OC
Total charge = 0
Molar mass = 450.39 g/mol
Energy = -1718.07901 Ha
Relative energy (zero: lowest compared OMol25 entry of this formula, charge and spin) = 67.1 kcal/mol
Max |F| = 3.78 eV Å⁻¹

The geometry in XYZ format:
```
60
Properties=species:S:1:pos:R:3:mulliken_charge:R:1
C -0.539 3.011 -1.001 -0.580
O -0.487 1.597 -0.665 -0.279
C -0.619 0.689 -1.669 0.728
O -0.960 0.902 -2.809 -0.556
O -0.355 -0.529 -1.146 -0.244
C -0.800 -1.726 -1.701 -0.554
H -0.574 3.683 -0.144 0.152
H -1.468 3.162 -1.550 0.308
H 0.301 3.355 -1.605 0.312
H -1.109 -1.587 -2.737 0.354
H -1.675 -2.049 -1.138 0.214
H 0.012 -2.453 -1.735 0.152
C 2.622 -8.913 -3.997 -0.643
O 3.121 -7.582 -4.159 -0.299
C 2.179 -6.604 -4.019 0.819
O 0.961 -6.700 -3.966 -0.577
O 2.832 -5.423 -3.989 -0.322
C 2.008 -4.236 -3.709 -0.611
H 2.989 -9.423 -4.888 0.237
H 1.546 -9.024 -3.866 0.322
H 3.107 -9.516 -3.230 0.258
H 2.231 -3.598 -4.564 0.291
H 2.288 -3.706 -2.799 0.210
H 0.933 -4.415 -3.670 0.317
C -1.945 6.439 1.168 -0.747
O -0.549 6.593 0.933 -0.226
C -0.065 7.835 0.933 0.725
O -0.684 8.873 1.220 -0.567
O 1.264 7.881 0.431 -0.311
C 1.935 9.125 0.251 -0.612
H -2.494 6.988 0.403 0.352
H -2.294 7.000 2.035 0.338
H -2.277 5.414 1.334 0.254
H 1.544 9.355 -0.739 0.273
H 3.023 9.082 0.302 0.222
H 1.544 9.871 0.943 0.307
C 2.986 -0.742 0.700 -0.552
O 2.920 -1.488 1.837 -0.246
C 4.033 -1.720 2.519 0.797
O 5.168 -1.331 2.203 -0.584
O 3.747 -2.499 3.549 -0.318
C 4.750 -3.008 4.354 -0.657
H 3.863 -0.991 0.103 0.334
H 3.040 0.321 0.936 0.301
H 2.148 -0.932 0.030 0.082
H 5.176 -2.213 4.965 0.296
H 5.613 -3.340 3.777 0.317
H 4.342 -3.792 4.991 0.221
C -6.476 1.409 2.923 -0.640
O -5.879 0.182 2.525 -0.337
C -6.112 -0.395 1.350 0.775
O -7.083 -0.196 0.634 -0.564
O -5.041 -1.110 0.956 -0.306
C -3.952 -1.553 1.846 -0.620
H -6.145 1.698 3.921 0.259
H -7.534 1.299 3.162 0.286
H -6.208 2.215 2.241 0.293
H -4.268 -2.088 2.742 0.307
H -3.190 -0.799 2.042 0.288
H -3.444 -2.299 1.235 0.252
```